{"formula": "C5H10O2", "method": "ωB97M-V/def2-TZVPD", "elements": ["O", "O", "C", "C", "C", "C", "C", "H", "H", "H", "H", "H", "H", "H", "H", "H", "H"], "coordinates": [[0.65, 0.95, -0.30], [-1.01, -1.48, 0.91], [0.41, -1.25, 0.85], [0.26, -0.39, -0.41], [2.04, 1.09, -0.41], [-2.10, 0.58, 0.13], [-1.25, -0.62, -0.22], [0.78, -0.69, 1.73], [0.97, -2.19, 0.75], [-1.71, -1.19, -1.04], [-1.62, 1.18, 0.90], [-2.27, 1.20, -0.75], [2.38, 0.92, -1.44], [2.57, 0.39, 0.25], [2.29, 2.11, -0.11], [-3.07, 0.23, 0.50], [0.68, -0.84, -1.32]], "nbo_charge": [-0.5260, -0.5302, -0.0943, 0.0556, -0.2497, -0.6318, 0.0952, 0.1779, 0.1753, 0.1723, 0.2208, 0.2159, 0.1676, 0.1653, 0.1968, 0.2194, 0.1697], "e_above_lowest_ev": 2.4867, "smiles": "CO[C@H]1CO[C@H]1C", "orbital_gap_ha": 0.393, "lumo_ev": 1.02, "homo_ev": -9.671, "mol_weight_g_mol": 102.13}


{"formula": "C5H10O2", "method": "ωB97M-V/def2-TZVPD", "elements": ["O", "O", "C", "C", "C", "C", "C", "H", "H", "H", "H", "H", "H", "H", "H", "H", "H"], "coordinates": [[0.33, 0.74, 1.07], [-0.80, -1.31, -1.58], [1.48, -0.82, -0.33], [-1.78, 1.34, 0.12], [-0.76, 0.25, 0.34], [-0.23, -0.27, -1.01], [1.32, -0.27, 1.08], [-1.32, 2.19, -0.39], [0.14, 0.56, -1.65], [2.16, -0.25, -0.96], [-2.19, 1.68, 1.07], [1.01, -1.08, 1.76], [1.81, -1.87, -0.33], [-2.61, 0.96, -0.50], [0.42, -1.40, -1.00], [-1.21, -0.62, 0.85], [2.24, 0.17, 1.47]], "nbo_charge": [-0.5125, -0.7710, -0.6554, -0.6190, 0.0258, 0.2329, -0.0774, 0.2145, 0.1609, 0.2318, 0.2271, 0.1711, 0.2553, 0.2282, 0.5073, 0.1757, 0.2044], "e_above_lowest_ev": 4.9068, "orbital_gap_ha": 0.374, "lumo_ev": 0.96, "homo_ev": -9.220, "mol_weight_g_mol": 102.13}


{"formula": "C5H10O2", "method": "ωB97M-V/def2-TZVPD", "elements": ["O", "O", "C", "C", "C", "C", "C", "H", "H", "H", "H", "H", "H", "H", "H", "H", "H"], "coordinates": [[1.47, -1.59, 0.64], [-0.98, -1.21, 1.33], [-0.50, -0.29, 0.39], [-0.69, 1.13, 0.94], [1.82, 0.34, -0.71], [0.99, -0.59, 0.15], [-1.26, -0.47, -0.93], [-0.10, 1.27, 1.85], [-0.43, 1.90, 0.21], [2.85, -0.02, -0.74], [-2.33, -0.37, -0.73], [1.42, 0.39, -1.72], [-1.75, 1.25, 1.21], [-1.09, -1.48, -1.34], [1.81, 1.36, -0.30], [-0.27, -1.87, 1.44], [-0.98, 0.27, -1.69]], "nbo_charge": [-0.5593, -0.7211, 0.1355, -0.6192, -0.7276, 0.5975, -0.6201, 0.2197, 0.2056, 0.2419, 0.2274, 0.2379, 0.2278, 0.2197, 0.2376, 0.4926, 0.2043], "e_above_lowest_ev": 0.7490, "smiles": "CC(=O)C(C)(C)O", "orbital_gap_ha": 0.401, "lumo_ev": 0.85, "homo_ev": -10.072, "mol_weight_g_mol": 102.13}


{"formula": "C5H10O2", "method": "ωB97M-V/def2-TZVPD", "elements": ["O", "O", "C", "C", "C", "C", "C", "H", "H", "H", "H", "H", "H", "H", "H", "H", "H"], "coordinates": [[2.78, 0.33, -0.95], [-0.55, -0.42, 0.07], [-1.00, 0.93, -0.06], [1.59, 0.13, -0.93], [-2.51, 1.06, 0.02], [0.86, -0.47, 0.26], [1.45, -1.88, 0.44], [-3.02, 0.45, -0.74], [-2.77, 2.11, -0.18], [-0.54, 1.56, 0.72], [2.54, -1.76, 0.35], [1.13, -2.58, -0.33], [-0.68, 1.35, -1.03], [0.96, 0.33, -1.82], [-2.90, 0.80, 1.00], [1.26, -2.30, 1.43], [1.13, 0.11, 1.16]], "nbo_charge": [-0.5190, -0.5313, -0.0671, 0.4199, -0.6212, -0.0092, -0.6187, 0.2159, 0.2149, 0.1653, 0.2348, 0.2182, 0.1616, 0.1141, 0.2132, 0.2211, 0.1874], "e_above_lowest_ev": 1.8204, "smiles": "CCO[C@@H](C)C=O", "orbital_gap_ha": 0.384, "lumo_ev": 0.88, "homo_ev": -9.586, "mol_weight_g_mol": 102.13}


{"formula": "C5H10O2", "method": "ωB97M-V/def2-TZVPD", "elements": ["O", "O", "C", "C", "C", "C", "C", "H", "H", "H", "H", "H", "H", "H", "H", "H", "H"], "coordinates": [[0.26, -1.43, -0.08], [-0.73, 1.59, 0.00], [-1.14, 1.03, 1.23], [-0.11, -2.63, 0.26], [1.59, 1.03, -0.50], [0.12, 0.82, -0.85], [-0.29, -0.60, -0.92], [-1.32, -0.05, 1.23], [-0.09, 1.28, -1.82], [2.21, 0.66, -1.32], [1.86, 0.51, 0.43], [-1.22, -0.93, -1.39], [0.58, -3.16, 0.90], [1.77, 2.10, -0.36], [-2.08, 1.56, 1.39], [-0.97, -3.06, -0.24], [-0.43, 1.25, 2.03]], "nbo_charge": [-0.3621, -0.5411, -0.2596, -0.1404, -0.6315, 0.0267, 0.0541, 0.1691, 0.1956, 0.2140, 0.2109, 0.1575, 0.1742, 0.2208, 0.1935, 0.1521, 0.1661], "e_above_lowest_ev": 5.0897, "orbital_gap_ha": [0.304, 0.301], "lumo_ev": [0.64, 0.62], "homo_ev": [-7.641, -7.567], "mol_weight_g_mol": 102.13}


{"formula": "C5H10O2", "method": "ωB97M-V/def2-TZVPD", "elements": ["O", "O", "C", "C", "C", "C", "C", "H", "H", "H", "H", "H", "H", "H", "H", "H", "H"], "coordinates": [[0.47, 1.78, -0.83], [-0.30, -1.07, 0.56], [-0.61, 0.22, 0.11], [0.87, -0.38, -1.95], [0.31, 1.38, 0.53], [-0.57, -1.24, 1.93], [-0.15, 0.56, -1.32], [0.51, -0.80, -2.90], [-0.13, 2.18, 1.14], [-1.64, -1.09, 2.16], [1.77, 0.20, -2.17], [-0.29, -2.26, 2.20], [0.02, -0.53, 2.55], [-1.68, 0.43, 0.29], [1.13, -1.20, -1.28], [1.24, 1.03, 0.99], [-0.96, 0.79, -2.01]], "nbo_charge": [-0.5276, -0.5262, 0.0617, -0.6554, -0.0967, -0.2496, 0.0915, 0.2131, 0.1782, 0.1667, 0.2310, 0.1977, 0.1663, 0.1692, 0.2303, 0.1721, 0.1779], "e_above_lowest_ev": 2.5926, "smiles": "CO[C@H]1CO[C@H]1C", "orbital_gap_ha": 0.390, "lumo_ev": 1.01, "homo_ev": -9.613, "mol_weight_g_mol": 102.13}


{"formula": "C5H10O2", "method": "ωB97M-V/def2-TZVPD", "elements": ["O", "O", "C", "C", "C", "C", "C", "H", "H", "H", "H", "H", "H", "H", "H", "H", "H"], "coordinates": [[0.22, 1.29, 0.88], [0.00, -1.98, 0.10], [-0.93, 1.29, 0.23], [-1.57, -0.04, 0.42], [-0.42, -0.94, 0.97], [0.60, 0.11, 1.30], [1.30, 0.25, -1.69], [1.86, 1.17, -1.83], [0.38, 0.54, -1.16], [1.93, -0.46, -1.15], [-2.03, -0.48, -0.47], [1.00, -0.17, -2.65], [-0.74, -1.47, 1.87], [1.59, 0.05, 1.74], [0.37, -1.58, -0.70], [-2.36, 0.05, 1.19], [-1.32, 2.24, -0.08]], "nbo_charge": [-0.3500, -0.7130, 0.0388, -0.5165, 0.0211, 0.0003, -0.8803, 0.2277, 0.2087, 0.2147, 0.2411, 0.2134, 0.1968, 0.1960, 0.4732, 0.2313, 0.1968], "e_above_lowest_ev": 4.6253, "orbital_gap_ha": [0.298, 0.295], "lumo_ev": [0.81, 0.77], "homo_ev": [-7.312, -7.245], "mol_weight_g_mol": 102.13}


{"formula": "C5H10O2", "method": "ωB97M-V/def2-TZVPD", "elements": ["O", "O", "C", "C", "C", "C", "C", "H", "H", "H", "H", "H", "H", "H", "H", "H", "H"], "coordinates": [[1.07, 1.86, 0.78], [-0.77, -0.16, 0.58], [0.09, -0.34, -1.65], [-0.56, 0.74, -2.06], [2.10, 1.15, 0.43], [-1.04, -0.82, 1.81], [-0.10, -1.02, -0.33], [-0.35, 1.19, -3.03], [0.29, 1.25, 0.79], [2.93, 1.91, 0.39], [-0.70, -1.94, -0.46], [-1.31, 1.22, -1.44], [-1.50, -0.08, 2.48], [-0.12, -1.20, 2.27], [0.88, -1.30, 0.08], [0.85, -0.80, -2.29], [-1.74, -1.65, 1.66]], "nbo_charge": [-0.6541, -0.5657, -0.1957, -0.3992, 0.0554, -0.2502, -0.1177, 0.2031, 0.5140, 0.0613, 0.1806, 0.2013, 0.1974, 0.1779, 0.2073, 0.2086, 0.1757], "e_above_lowest_ev": 5.0175, "orbital_gap_ha": 0.342, "lumo_ev": 0.97, "homo_ev": -8.323, "mol_weight_g_mol": 102.13}


{"formula": "C5H10O2", "method": "ωB97M-V/def2-TZVPD", "elements": ["O", "O", "C", "C", "C", "C", "C", "H", "H", "H", "H", "H", "H", "H", "H", "H", "H"], "coordinates": [[-0.35, 1.30, 0.35], [-0.42, -0.96, 1.12], [0.51, 1.04, -0.78], [-0.15, -0.28, -1.18], [0.80, -1.43, -1.39], [-0.91, -0.27, 0.15], [-0.41, 0.77, 2.34], [-0.85, -0.16, -2.01], [0.43, 1.81, -1.55], [0.06, 1.75, 2.38], [1.35, -1.31, -2.33], [1.57, 0.93, -0.52], [-1.49, 0.78, 2.36], [-2.00, -0.10, 0.15], [0.28, -2.39, -1.43], [1.52, -1.48, -0.57], [0.05, -0.01, 2.91]], "nbo_charge": [-0.6102, -0.6979, -0.0591, -0.3122, -0.6066, 0.4471, -0.1037, 0.2036, 0.1849, 0.1970, 0.2065, 0.1750, 0.1979, 0.1321, 0.2162, 0.2190, 0.2104], "e_above_lowest_ev": 5.8398, "orbital_gap_ha": 0.319, "lumo_ev": -0.33, "homo_ev": -8.998, "mol_weight_g_mol": 102.13}


{"formula": "C5H10O2", "method": "ωB97M-V/def2-TZVPD", "elements": ["O", "O", "C", "C", "C", "C", "C", "H", "H", "H", "H", "H", "H", "H", "H", "H", "H"], "coordinates": [[0.64, 0.95, -1.49], [0.71, -0.95, 0.62], [-0.10, 1.15, -0.30], [-0.48, -0.18, 0.34], [-1.03, -1.31, -0.54], [0.09, -2.15, 0.11], [0.67, 2.02, 0.69], [1.58, 1.51, 1.02], [0.77, -2.69, -0.56], [-0.25, -2.82, 0.92], [-1.04, 1.64, -0.61], [-1.07, 0.00, 1.25], [-0.78, -1.11, -1.58], [-2.07, -1.60, -0.42], [0.96, 2.97, 0.22], [1.36, 0.34, -1.25], [0.06, 2.24, 1.57]], "nbo_charge": [-0.7159, -0.5507, 0.0740, 0.0887, -0.4579, -0.0549, -0.6338, 0.2167, 0.1780, 0.1690, 0.1788, 0.1726, 0.2256, 0.2116, 0.2204, 0.4698, 0.2080], "e_above_lowest_ev": 1.9770, "smiles": "C[C@@H](O)[C@H]1CCO1", "orbital_gap_ha": 0.401, "lumo_ev": 1.06, "homo_ev": -9.864, "mol_weight_g_mol": 102.13}